Here is a structure of composition C11H29ClCoNO5 at a distorted geometry from the Open Molecules 2025 dataset. Energies are from ωB97M-V with the def2-TZVPD basis set.

CARTESIAN COORDINATES (ANGSTROEM)
1 Co -2.433 0.179 -1.357
2 Cl -0.655 0.321 -1.013
3 C 1.602 -3.594 -0.568
4 C 1.420 -2.078 -0.859
5 O 0.074 -1.614 -1.025
6 O 1.219 -3.832 0.768
7 H 2.634 -3.909 -0.724
8 H 0.869 -4.107 -1.191
9 H 1.931 -1.901 -1.806
10 H 2.018 -1.461 -0.188
11 H -0.003 -0.712 -1.346
12 H 0.264 -3.732 0.788
13 C -5.184 0.030 1.871
14 O -3.746 -0.213 1.720
15 C -2.956 0.978 1.625
16 C -1.483 0.586 1.785
17 N -1.055 -0.693 1.151
18 C 0.160 -1.117 1.792
19 C 1.454 -0.542 1.260
20 O 2.484 -0.686 2.277
21 C 3.748 -0.287 1.752
22 H -5.481 0.988 1.442
23 H -5.418 0.043 2.935
24 H -5.723 -0.739 1.317
25 H -3.128 1.608 2.498
26 H -3.106 1.640 0.772
27 H -1.319 0.551 2.862
28 H -0.799 1.372 1.464
29 H -0.779 -0.351 0.242
30 H 0.237 -2.204 1.816
31 H 0.218 -1.103 2.880
32 H 1.540 0.536 1.129
33 H 1.659 -1.040 0.312
34 H 4.631 -0.570 2.324
35 H 3.872 0.795 1.798
36 H 3.982 -0.456 0.701
37 C 0.403 3.582 -3.134
38 C 0.357 2.366 -2.219
39 C 0.891 1.043 -2.878
40 O 1.127 2.544 -1.104
41 H 1.381 3.904 -3.493
42 H -0.136 4.455 -2.766
43 H -0.199 3.208 -3.962
44 H -0.654 2.245 -1.828
45 H 0.261 0.524 -3.599
46 H 1.297 0.421 -2.079
47 H 1.737 1.219 -3.542
48 H 0.785 1.803 -0.599

Properties
Total energy (a.u.): -2709.51310
Relative energy (zero: lowest compared OMol25 entry of this formula, charge and spin) (kcal per mole): 418.0
Charge: +1
HOMO (alpha / beta) (eV): -12.0 / -11.9
Multiplicity: 4
Gap between HOMO and LUMO (alpha / beta) (eV): 7.0 / 5.2
<S²>: 3.772